C4H7NO2 | ωB97M-V with the def2-TZVPD basis set

Last column: Löwdin charge in e.
Geometry (Å):
N (-1.6226, 0.5792, 0.4776)  0.172
C (-0.5316, 0.7643, 1.2656)  -0.539
O (-0.5754, 1.0006, 2.4602)  0.043
C (0.7967, 0.6882, 0.5354)  -0.076
C (1.0244, -0.4199, -0.4526)  -0.143
C (0.1841, -1.3710, -1.1503)  -0.216
O (0.0131, -0.0872, -1.6511)  -0.084
H (-2.5359, 0.6441, 0.9032)  0.115
H (-1.4995, 0.4017, -0.5169)  0.086
H (1.5992, 0.7757, 1.2721)  0.126
H (0.8773, 1.5679, -0.1203)  0.138
H (2.0968, -0.6925, -0.4996)  0.144
H (-0.5973, -1.9143, -0.6476)  0.113
H (0.7708, -1.9367, -1.8756)  0.120

Atoms 1-6, force components in eV/Å:
-0.09 -0.04 0.10
-0.03 0.00 0.11
-0.17 -0.08 -0.30
-0.17 0.05 0.16
-0.12 0.48 -0.54
0.01 -1.11 0.46

## Properties
gap between HOMO and LUMO = 10.491 eV
net charge = 0
E_LUMO = 0.8393 eV
HOMO energy = -9.65 eV
SMILES string = NC(=O)C[C@H]1CO1
E = -9844.8219 eV

C28H36As2SiTm | ωB97M-V with the def2-TZVPD basis set

Last column: Löwdin charge in e.
Geometry (Å):
C (-1.8268, -2.7701, -0.8886)  -0.216
C (-2.5478, -1.5701, -1.1841)  -0.216
C (-1.9945, -1.0054, -2.3847)  -0.241
H (-3.3729, -1.1510, -0.6085)  0.124
C (-0.9155, -1.8525, -2.8255)  -0.206
C (-0.8115, -2.9464, -1.9069)  -0.206
H (-0.0996, -3.7643, -1.9610)  0.112
H (-2.0099, -3.4390, -0.0541)  0.109
H (-2.3652, -0.1295, -2.9150)  0.107
H (-0.3034, -1.6896, -3.7123)  0.121
Tm (-0.3326, -0.9530, -0.7272)  0.822
C (1.3417, 2.9427, 1.9231)  -0.095
H (0.6446, 2.1036, 1.8519)  -0.046
H (1.8065, 3.2238, 0.9699)  0.020
H (2.1344, 2.6332, 2.6213)  0.025
Si (-0.6070, 1.6969, -1.2816)  0.672
C (-1.8125, 2.9727, -0.6559)  -0.411
C (-3.2015, 2.7656, -0.7620)  -0.112
H (-3.5909, 1.8423, -1.2065)  0.096
C (-4.0888, 3.7573, -0.3183)  -0.084
H (-5.1651, 3.6037, -0.4358)  0.105
C (-3.6033, 4.9379, 0.2567)  -0.082
H (-4.2965, 5.7087, 0.6133)  0.108
C (-2.2209, 5.1333, 0.3801)  -0.075
H (-1.8189, 6.0435, 0.8263)  0.105
C (-1.3277, 4.1612, -0.0906)  -0.123
H (-0.2502, 4.3186, -0.0093)  0.088
C (-0.4817, 2.2767, -3.1065)  -0.321
C (-1.1527, 3.4191, -3.6128)  -0.083
H (-1.7436, 4.0376, -2.9253)  0.098
C (-1.0805, 3.8045, -4.9669)  -0.071
H (-1.6159, 4.6975, -5.3097)  0.110
C (-0.3284, 3.0500, -5.8728)  -0.083
H (-0.2389, 3.3649, -6.9120)  0.107
C (0.3312, 1.9013, -5.4164)  -0.089
H (0.8932, 1.2844, -6.1318)  0.106
C (0.2751, 1.5403, -4.0579)  -0.138
H (0.8559, 0.6657, -3.7179)  0.080
H (0.7923, 3.8006, 2.3460)  0.037
H (0.4383, 1.8668, 0.2528)  -0.005
C (0.1855, -0.3953, 3.8515)  -0.274
As (-0.2955, -1.4806, 2.2826)  1.110
C (-1.8785, -2.3558, 3.0218)  -0.295
C (1.0249, -2.9126, 2.7185)  -0.415
C (0.9219, -3.6392, 3.9037)  -0.099
C (1.9226, -4.5696, 4.2359)  -0.058
C (3.0125, -4.7621, 3.3881)  -0.058
C (3.1139, -4.0321, 2.1914)  -0.103
C (2.1263, -3.1083, 1.8591)  -0.414
As (2.2928, -1.9762, 0.2245)  1.095
C (3.2151, -3.2557, -0.9149)  -0.290
C (3.7898, -0.8945, 0.8735)  -0.270
H (-0.3386, 0.5606, 3.7498)  0.027
H (1.2694, -0.2374, 3.8655)  0.036
H (-0.1342, -0.9246, 4.7585)  0.036
H (-1.8618, -3.4115, 2.7333)  0.038
H (-1.8770, -2.2360, 4.1112)  0.032
H (-2.7418, -1.8483, 2.5759)  0.026
H (0.0783, -3.4894, 4.5809)  0.102
H (1.8387, -5.1402, 5.1635)  0.116
H (3.7973, -5.4755, 3.6472)  0.115
H (3.9651, -4.1929, 1.5279)  0.104
H (3.0914, -4.2620, -0.5021)  0.034
H (2.7469, -3.1864, -1.9046)  0.019
H (4.2709, -2.9661, -0.9674)  0.037
H (3.7133, -0.7749, 1.9609)  0.038
H (3.7171, 0.0826, 0.3798)  0.025
H (4.7255, -1.3997, 0.6003)  0.036

Atoms 1-6, force components in eV/Å:
-0.22 -0.28 -1.17
-0.16 -0.91 -1.12
-0.70 -0.87 -0.67
0.28 -0.12 -0.15
-1.23 -0.54 0.10
-1.16 -0.02 -0.09

## Properties
gap between HOMO and LUMO (spin up / spin down) = 6.525 / 6.574 eV
2S+1 = 3
net charge = +1
<S²> = 2.00
E_LUMO (spin up / spin down) = -3.3574 / -3.3042 eV
HOMO energy (spin up / spin down) = -9.88 / -9.88 eV
E = -188695.8889 eV

Across the entries above, energy above the lowest of the compared OMol25 structures with the same formula, charge and spin takes the values 56.7, 4.1 kcal/mol, respectively.